C5H11NO | ωB97M-V/def2-TZVPD

Structure (XYZ):
```
18
Properties=species:S:1:pos:R:3:forces:R:3
O -0.675405 1.133190 1.621475 -1.243 -2.534 -4.279
N 0.193637 -0.581084 -1.110587 -1.963 -1.550 -1.410
C -0.066945 -1.103911 0.216979 -0.709 2.170 -0.630
C -1.226173 0.567405 0.599342 -3.489 1.089 6.669
C 2.265400 0.237713 -0.310260 0.519 5.000 -1.119
C -1.897333 -0.908105 0.411358 4.082 3.246 2.496
C 1.114490 0.524782 -1.309426 0.291 -0.193 0.755
H 0.683838 1.514546 -1.071558 -0.011 -0.201 0.231
H -0.084662 -2.122698 0.431104 1.135 -1.777 -0.206
H -2.672832 -0.708123 -0.373549 1.217 -1.021 0.396
H 0.606154 -0.407127 0.870500 -1.997 -2.307 -0.142
H 1.449917 0.671693 -2.359816 -0.182 -0.898 0.568
H 3.160070 0.745891 -0.720765 -0.210 -0.167 0.177
H 2.069850 0.829950 0.610009 0.150 -0.834 -0.233
H -2.219344 -1.264183 1.427874 0.270 0.139 -1.293
H -0.729420 -0.593881 -1.580335 1.549 0.412 -0.304
H -1.919387 1.154763 0.064976 0.455 1.995 -2.052
H 2.566961 -0.726069 -0.144094 0.137 -2.569 0.376
```
Positions in Å, forces in eV/Å.

- SMILES: CCNCCC=O
- ΔE to the lowest compared entry with this formula, charge and spin: 145.9 kcal per mole
- HOMO-LUMO gap: 8.964 eV
- Strongest force on any atom: 0.148 Eh/bohr
- E_tot: -8895.370 eV
- HOMO: -8.26 eV
- E_LUMO: 0.7 eV

=====

C6H9F3N3 | ωB97M-V/def2-TZVPD

Structure (XYZ):
```
21
Properties=species:S:1:pos:R:3:forces:R:3
F 1.708888 -1.177584 0.154950 -0.985 0.443 0.336
F 2.087402 0.613257 1.229355 1.587 1.670 0.401
F 0.458580 -0.588648 1.837777 0.089 0.505 -1.157
N -0.853304 0.045193 -0.632972 0.892 0.028 -0.957
N 2.100396 0.605079 -1.546889 0.636 2.671 5.712
N 0.353095 1.996963 -0.027833 -1.244 -1.340 -0.026
C -1.801460 -1.978811 0.300883 -0.679 -0.876 1.541
C -1.057060 -1.450015 -0.638312 1.014 1.882 0.054
C -3.134895 -0.295622 1.784828 1.737 -2.315 -0.187
C 0.187569 0.686185 -0.110720 -1.073 -0.353 -0.563
C 1.132184 -0.096175 0.740512 -0.386 -3.674 2.175
C -2.490726 -1.213361 1.302443 -0.853 1.385 -1.087
H -1.830177 -3.071168 0.398023 -0.096 0.427 -0.284
H -3.420811 0.242742 2.622524 -0.936 1.125 0.755
H 1.961964 0.793206 -2.450678 0.007 0.650 -4.344
H 2.737309 -0.075142 -1.273532 1.251 -1.967 -0.739
H -0.082446 2.705102 -0.561028 -0.804 0.421 -0.542
H 1.121788 2.250619 0.508169 1.432 0.941 0.946
H -1.279864 0.634566 -1.352224 -0.615 -0.696 0.287
H 2.538138 1.434722 -1.018094 -1.032 -1.206 -1.796
H -0.436571 -2.061108 -1.267182 0.060 0.277 -0.525
```
Positions in Å, forces in eV/Å.

- Charge: +1
- ΔE to the lowest compared entry with this formula, charge and spin: 59.8 kcal per mole
- HOMO-LUMO gap: 9.551 eV
- Strongest force on any atom: 0.123 Eh/bohr
- E_tot: -18980.725 eV
- HOMO: -13.37 eV
- E_LUMO: -3.8 eV

=====

C5H10N | ωB97M-V/def2-TZVPD

Structure (XYZ):
```
16
Properties=species:S:1:pos:R:3:forces:R:3
N -2.316014 -0.305693 -0.127900 0.087 0.187 0.055
C 2.725873 -0.205059 -0.284113 0.207 0.114 -0.044
C 0.184375 1.064310 0.245506 0.033 0.089 -0.061
C 1.747555 -0.913052 0.236025 -3.751 -0.838 -0.178
C 0.187729 -0.448948 0.156830 -0.566 0.722 -0.052
C -1.066358 -1.046686 0.037006 4.406 -0.448 0.291
H -0.739019 1.495568 0.634525 0.028 0.110 0.026
H -2.124641 0.709304 -0.138523 -0.261 -0.396 -0.003
H 3.733130 -0.581955 -0.216267 0.134 -0.086 0.037
H -2.969716 -0.529964 0.636477 0.061 0.208 -0.267
H 1.894997 -1.880945 0.687738 0.168 -0.088 0.051
H 2.616743 0.738836 -0.791232 -0.168 0.133 -0.026
H -2.750125 -0.575709 -1.022152 -0.013 0.212 0.282
H 0.393709 1.506060 -0.728123 -0.024 0.086 -0.089
H 0.979039 1.388213 0.912695 -0.112 0.066 0.045
H -1.184601 -2.117382 0.001231 -0.230 -0.072 -0.066
```
Positions in Å, forces in eV/Å.

- SMILES: C=C/C(C)=C/[NH3+]
- Charge: +1
- ΔE to the lowest compared entry with this formula, charge and spin: 39.2 kcal per mole
- HOMO-LUMO gap: 10.039 eV
- Strongest force on any atom: 0.086 Eh/bohr
- E_tot: -6828.503 eV
- HOMO: -13.73 eV
- E_LUMO: -3.7 eV

=====

C22H36AgBCl2N6S3 | ωB97M-V/def2-TZVPD

Structure (XYZ):
```
71
Properties=species:S:1:pos:R:3:forces:R:3
Ag -1.361123 1.071436 -0.453701 0.447 -0.233 0.032
Cl -4.065736 1.307380 -0.556536 -0.254 0.197 -0.018
Cl -4.245945 -0.887390 -2.487560 -0.046 -0.026 0.063
S -0.662930 -0.850437 -2.115180 -0.255 0.096 0.038
S -1.444026 -0.036102 1.977722 -0.288 0.055 -0.106
S 0.781221 2.517276 -0.458316 -0.343 0.102 -0.024
N 1.770907 -0.144583 -3.187952 -0.057 -0.102 0.266
N 0.380121 -1.634372 0.738707 -0.198 -0.086 0.345
N 1.801886 -0.382533 -1.006796 -0.003 -0.253 -0.331
N -1.377715 -2.759002 1.426374 0.204 0.209 -0.116
N 1.545322 0.610314 1.352528 0.199 0.256 0.028
N 1.433781 2.621273 2.220592 -0.002 -0.227 -0.170
C -0.519296 -3.643081 0.782046 0.003 -0.095 -0.018
C 2.576737 0.298116 -5.457410 0.029 0.027 0.028
C 1.932050 0.528118 2.671494 -0.062 -0.081 0.026
C 0.270205 0.941954 -4.838321 0.053 -0.088 0.108
C 0.545707 -2.949818 0.368476 0.103 -0.020 -0.065
C -4.603428 -0.356070 -0.842450 0.119 -0.092 -0.094
C -3.573503 -2.331279 2.677720 0.189 0.154 -0.081
C -2.129914 -4.271042 3.178956 0.024 0.045 -0.024
C 1.001533 -0.460874 -2.098342 0.227 0.208 0.041
C -3.345199 -4.127973 0.980987 0.031 0.017 -0.034
C 1.530957 4.393436 3.906411 0.020 -0.025 0.018
C 1.366046 -0.106733 -4.618825 -0.108 -0.015 -0.233
C 1.250649 1.900453 1.069496 0.064 0.010 0.251
C 3.056444 0.124006 -2.749271 0.135 0.148 0.036
C 0.913854 -1.499695 -5.067787 -0.008 0.069 0.111
C 1.236992 4.079924 2.440671 0.003 0.259 -0.011
C -0.217124 4.473527 2.162470 0.081 -0.138 -0.052
C -2.601203 -3.331927 2.061832 -0.125 -0.190 0.111
C -0.807993 -1.505963 1.383468 0.100 -0.309 -0.124
C 1.863511 1.753928 3.210661 0.014 -0.096 0.167
C 2.218410 4.872585 1.571680 -0.079 -0.114 0.000
C 3.066414 -0.021253 -1.415812 0.033 0.013 0.058
B 1.580948 -0.677676 0.497677 -0.233 0.124 -0.128
H -0.462547 4.346595 1.113689 -0.035 -0.043 -0.087
H 2.099651 5.939227 1.767999 -0.006 -0.010 0.022
H -2.988979 -4.759578 3.640324 -0.005 0.003 -0.008
H 3.245980 4.586887 1.806263 -0.014 0.013 0.007
H 1.374533 5.459023 4.065172 -0.007 0.015 -0.020
H -0.736117 -4.688814 0.670615 -0.010 0.057 0.008
H -4.435669 -2.890961 3.047425 0.075 -0.033 -0.031
H 2.925284 1.297905 -5.192959 0.024 -0.014 -0.044
H -1.458071 -5.040989 2.799263 -0.025 -0.007 0.031
H 3.865589 0.115677 -0.708588 -0.009 -0.025 -0.019
H 0.856887 3.850579 4.570863 0.021 0.043 0.029
H 3.398190 -0.412435 -5.354324 -0.002 0.015 -0.036
H 2.556205 -1.283568 0.869120 0.064 -0.027 -0.009
H 0.053009 -1.829223 -4.492957 -0.035 -0.032 0.024
H -3.123191 -1.798124 3.508499 0.018 0.102 0.027
H 2.276466 0.314236 -6.503717 -0.022 -0.009 -0.007
H -2.800212 -5.026020 0.690445 -0.062 0.008 -0.023
H 2.078306 2.062976 4.215020 -0.024 -0.008 -0.068
H 1.409859 -3.274009 -0.184721 0.009 0.013 0.046
H -4.069773 -0.994799 -0.148576 0.065 0.012 0.009
H -3.490578 -3.520274 0.086431 -0.028 0.024 0.004
H -1.602542 -3.699504 3.943860 0.000 -0.020 0.014
H -5.674353 -0.394881 -0.686086 -0.006 0.039 0.006
H -3.918615 -1.593828 1.959768 -0.020 0.065 -0.026
H -0.892752 3.856538 2.758488 0.005 0.019 -0.002
H 0.591296 1.908577 -4.445625 -0.002 -0.003 -0.016
H -0.651462 0.653222 -4.343865 -0.054 0.013 0.053
H 1.723139 -2.221556 -4.938402 -0.003 0.016 -0.011
H 0.636993 -1.471189 -6.122773 0.030 0.024 -0.002
H -0.366141 5.520346 2.431911 0.031 -0.015 0.023
H 2.564835 4.164515 4.169462 -0.019 0.027 0.029
H 2.034836 4.689010 0.516975 0.006 -0.001 -0.053
H 0.080867 1.041723 -5.908422 0.019 -0.003 0.007
H -4.320608 -4.435581 1.357750 0.020 -0.019 0.015
H 3.851210 0.424492 -3.403898 -0.043 -0.052 0.033
H 2.199914 -0.412118 3.119858 0.027 0.018 -0.022
```
Positions in Å, forces in eV/Å.

- HOMO-LUMO gap: 7.751 eV
- Strongest force on any atom: 0.010 Eh/bohr
- E_tot: -94570.589 eV
- HOMO: -7.13 eV
- E_LUMO: 0.6 eV